Entry 1:
# C22H24F3

A 2-piece molecular cluster, C22H24F3 overall at a distorted geometry (ωB97M-V/def2-TZVPD, the OMol25 dataset).

E_LUMO   -6.09 eV
Orbital gap   5.482 eV
Net charge   +1
Energy above the lowest of the compared OMol25 structures with the same formula, charge and spin   28.7 kcal per mole
HOMO energy   -11.57 eV

Geometry as XYZ:
```
49
Properties=species:S:1:pos:R:3:mulliken_charge:R:1
F 7.40913 3.63014 4.22354 -0.252
C 6.20949 2.97456 4.33140 0.902
C 6.64343 -1.14990 5.25311 0.987
H 7.44026 -0.47041 7.16778 0.809
C 9.94819 -7.58596 5.47762 -1.358
C 9.93901 -6.10737 5.37045 0.021
C 10.81772 -3.40297 4.76275 -0.940
C 6.35484 -0.75955 3.93933 -1.003
H 9.01175 -8.01398 5.09365 0.374
H 7.83733 -2.78556 5.21487 -0.603
H 10.26264 -5.53046 6.23284 0.512
H 10.39031 -3.76450 1.66503 0.366
H 11.59444 -0.61077 6.47067 0.399
C 6.77662 1.15519 5.91369 -1.300
H 8.71616 -4.10046 2.12452 0.396
C 6.19267 0.57251 3.63755 -0.728
C 6.55027 -4.54792 9.29575 -0.553
C 6.82656 -2.62916 5.46229 -0.065
H 10.07671 -7.90860 6.51158 0.372
C 10.57310 -2.25515 5.45663 0.694
C 6.21874 -2.57237 7.94631 -0.396
H 7.31179 -5.16966 6.02017 0.659
H 6.94386 1.90672 6.67144 0.396
H 9.60490 -1.78482 5.58540 0.197
C 6.38041 1.51668 4.63449 0.173
H 6.26111 -1.53005 3.16503 0.372
C 6.93692 -5.25767 8.15701 -0.667
C 6.64138 -3.27293 6.81146 0.433
H 11.76811 -3.86430 5.07059 0.457
C 9.65472 -3.63149 2.46904 -1.234
C 6.22024 -3.19698 9.18675 -0.707
C 11.73555 -1.64448 6.15302 -1.409
H 5.95035 0.87552 2.62842 0.460
C 9.60228 -5.45872 4.21066 -0.412
H 12.05922 -2.23636 7.01944 0.335
H 6.20380 -3.16496 4.71723 0.503
H 7.17773 -6.31650 8.21932 0.393
H 6.57273 -5.02272 10.27430 0.384
H 5.86163 -1.54426 7.85271 0.701
C 7.00638 -4.63196 6.92447 -0.507
H 8.89825 -5.97858 3.54280 0.334
H 12.58576 -1.67384 5.45790 0.357
C 7.00351 -0.18607 6.20868 -0.334
C 10.06669 -4.19279 3.80765 0.892
H 10.76464 -8.03573 4.88943 0.370
F 5.49850 3.59669 5.32056 -0.254
H 5.93650 -2.62344 10.06112 0.402
F 5.54992 3.17589 3.15902 -0.270
H 9.47572 -2.55273 2.58100 0.341
```

---

Entry 2:
# C23H18CrN3O8PS

C23H18CrN3O8PS as an isolated structure at a distorted geometry (ωB97M-V/def2-TZVPD, the OMol25 dataset).

E_LUMO (alpha / beta)   2.47 / 2.48 eV
2S+1   2
Orbital gap (alpha / beta)   8.350 / 8.339 eV
Net charge   -1
Energy above the lowest of the compared OMol25 structures with the same formula, charge and spin   6.0 kcal per mole
HOMO energy (alpha / beta)   -5.88 / -5.86 eV

Geometry as XYZ:
```
55
Properties=species:S:1:pos:R:3:mulliken_charge:R:1
C 4.72118 0.68481 -2.99099 -0.415
H -3.71802 -0.03309 -0.63559 0.273
H -5.32152 -1.85489 -1.05039 0.398
C -1.35932 -1.34799 4.48421 -0.539
C -2.94832 3.38051 0.34611 -0.729
O 6.76528 -1.93809 -1.37269 -0.549
H -0.51682 -2.83169 -0.57179 0.403
N 3.54628 1.10711 -2.47649 -0.244
C 4.28198 -0.35069 -1.08589 -0.790
O 5.05158 -1.82669 0.60061 -0.863
C -1.86662 1.73281 -1.59959 -0.202
C 6.48348 -1.05429 -2.30549 0.449
H -2.08902 2.02261 1.76371 0.469
H -2.12822 -4.69189 -0.98829 0.398
H -3.15602 -0.29689 1.82521 0.459
C 4.18178 -1.01819 0.23721 1.305
C -2.47502 -3.67099 -0.90989 -0.661
H 5.14018 1.06391 -3.90189 0.528
C -0.09362 -1.30289 3.92291 -0.754
C -2.23552 2.25441 0.71861 0.072
H -3.45642 -1.04749 4.14831 0.405
P -0.78392 -0.12549 0.08401 1.126
H 6.13308 -1.95429 -0.57239 0.461
C -1.57762 -2.64689 -0.66989 -0.557
H 0.76678 -1.55149 4.52531 0.450
H 1.05388 -0.90659 2.14341 0.591
H -3.66452 4.57561 -1.27839 0.362
O 0.31708 4.00321 0.87561 -0.720
H -1.42042 1.07891 -2.33959 0.406
C 5.23248 -0.27149 -2.12989 0.192
S 0.99288 2.78691 0.55131 1.526
H -2.70992 3.09321 -3.01669 0.376
O 2.44878 2.76461 0.79851 -0.548
N 0.58538 -0.47529 -0.57289 -0.684
C -2.29682 -0.59519 2.40961 -0.339
C -3.11602 3.68661 -0.99429 -0.428
H -4.53292 -4.19029 -1.18419 0.370
O 7.19048 -0.89169 -3.27489 -0.635
O 0.88598 2.37311 -0.88309 -0.563
O 3.16168 -0.64359 0.88571 -0.522
C -2.01842 -1.33649 -0.54669 0.672
C -2.46272 -1.00229 3.72171 -0.855
N 3.27058 0.48801 -1.32689 0.417
H -1.48802 -1.64979 5.51481 0.370
C -2.57462 2.86121 -1.96839 -0.957
H -3.38092 4.01591 1.10831 0.362
C -1.69522 1.42761 -0.25519 0.373
C -1.02712 -0.55339 1.84781 0.929
O 0.49558 1.57591 1.30621 -0.575
Cr 1.90598 0.75091 -0.00949 0.087
H 2.89208 1.79191 -2.83189 0.142
C -4.26852 -2.07909 -0.94389 -0.801
C 0.07308 -0.93679 2.59901 -0.548
C -3.36922 -1.05559 -0.70199 -0.441
C -3.82592 -3.38839 -1.02859 -0.456
```

---

Entry 3:
# C25H31N4S

A 2-piece molecular cluster, C25H31N4S overall at a distorted geometry (ωB97M-V/def2-TZVPD, the OMol25 dataset).

E_LUMO   -3.02 eV
Orbital gap   6.504 eV
Net charge   +1
Energy above the lowest of the compared OMol25 structures with the same formula, charge and spin   45.2 kcal per mole
HOMO energy   -9.52 eV

Geometry as XYZ:
```
61
Properties=species:S:1:pos:R:3:mulliken_charge:R:1
C -1.10945 -2.01220 -0.12794 -0.974
C -1.76182 -0.18690 1.34615 -0.254
H -4.31668 -2.42152 4.28061 0.352
C 3.42919 -0.30106 -2.02197 0.878
C -0.82889 4.63514 -0.65053 -0.634
C 4.48983 0.31115 -2.88748 -0.679
H -0.79065 5.77107 2.03904 0.335
H 0.05463 5.29120 -0.75867 0.315
C -0.79799 -0.72216 0.45453 1.247
H 4.29515 -4.10876 -2.89436 0.302
H -0.32832 3.91808 -2.59343 0.384
H 5.18529 0.91189 -2.29829 0.268
C -4.13628 -4.37634 2.27874 -0.978
H -4.48860 0.02192 2.69718 0.287
H 6.01108 -3.62205 -2.76977 0.299
C -2.83658 -2.35471 1.53135 0.303
H 5.21143 -0.93695 -4.58408 0.339
C -3.73411 -0.71528 2.98608 -0.638
C 2.42522 0.25623 -1.25313 -1.022
C -1.45544 4.92448 1.76977 -0.778
H -5.14607 -4.50429 1.86235 0.314
H 1.24346 -2.66547 0.16452 0.709
N -0.91196 4.10187 0.70271 0.085
C 5.27079 -0.89014 -3.48960 -0.729
N -0.29853 1.89696 0.08397 -0.124
H 6.33278 -0.87566 -3.21665 0.331
H -1.71706 5.26044 -0.82127 0.390
S -0.83842 2.46603 2.69382 -0.178
C -4.43456 -2.07722 3.24388 -0.731
H -4.15576 -4.77756 3.30098 0.312
C -0.76330 3.52456 -1.67909 -0.886
C -0.60909 2.81007 0.98645 0.601
H -0.59277 -2.36995 -1.01509 0.841
H -2.72363 3.82521 3.16130 0.324
C 0.44800 -0.02297 0.27684 -0.057
H -2.15584 -3.90167 0.20074 0.252
C 1.81302 -1.98551 -0.48715 -0.822
C -2.03230 -2.85641 0.48934 -1.266
C 3.59664 -1.70574 -2.06602 0.710
H -2.43618 5.34789 1.45403 0.323
H 2.94518 -3.62052 -1.33111 0.240
C -2.74815 -0.98632 1.89356 0.357
H 5.17720 -3.46753 -4.31648 0.314
C 1.54303 -0.58085 -0.49451 0.502
N -3.76892 -2.97744 2.31522 0.039
H -3.41716 -4.93620 1.67754 0.308
H -1.76412 3.13019 -1.89456 0.360
N 4.61431 -2.04113 -2.90104 0.023
C -1.65568 4.01641 2.98219 -0.328
H -5.51111 -2.03443 3.03311 0.322
H -3.23751 -0.38082 3.90455 0.263
C 0.09322 2.38170 -1.24180 -0.936
H 4.08839 0.90947 -3.70625 0.310
C 2.77881 -2.55306 -1.28792 -1.413
H -1.65908 0.85801 1.67238 -0.123
H 0.73475 0.77523 1.03801 0.235
H 0.07919 1.54539 -1.92799 0.562
H 2.28732 1.33330 -1.25656 0.550
H 1.15148 2.71124 -1.20927 0.295
H -1.17949 4.41700 3.89234 0.331
C 5.04210 -3.38333 -3.23127 -0.965
```

---

Entry 4:
# C35H40NO4

An isolated ion of composition C35H40NO4 and charge +1 at a distorted geometry (ωB97M-V/def2-TZVPD, the OMol25 dataset).

E_LUMO   -4.03 eV
Orbital gap   5.473 eV
Net charge   +1
HOMO energy   -9.50 eV
SMILES string   COC(=O)[C@H]1CCC/[N+]1=C1\CCCC[C@H]1[C@H](C=C(c1ccc(OC)cc1)c1ccc(OC)cc1)c1ccccc1

Geometry as XYZ:
```
80
Properties=species:S:1:pos:R:3:mulliken_charge:R:1
H -1.76989 4.07872 -0.82119 0.521
H 1.68800 -6.30104 0.63664 0.309
H 1.43807 1.59685 -2.36669 0.366
C -2.07283 -0.82529 -0.77738 -0.803
H 4.50401 -2.42254 0.50283 0.336
C -0.23670 -5.48831 0.07395 -0.771
C 4.37574 -2.06877 -0.52176 -0.666
C 3.66588 -0.06840 2.73724 -0.665
C 1.24885 -3.98679 -1.09382 0.523
C -0.91295 4.68055 -2.68285 -0.554
H -2.12433 0.18470 -0.31675 0.051
H -4.21311 -0.92899 -0.74460 0.452
C 1.39944 -0.69857 1.11367 -0.112
H 1.10695 -3.37776 -1.99571 0.367
H 2.23719 0.84013 -0.18886 0.604
H -0.65916 -0.60156 1.26702 -0.082
C 0.06999 0.57067 -0.44498 -2.272
H -1.58160 5.53573 -2.79660 0.383
C -0.01464 -0.70050 0.39355 0.918
C -1.00894 3.86075 -1.57228 -0.798
C -2.28319 -3.77980 -0.40379 -0.751
H -2.22996 -4.61792 -1.12185 0.356
C -3.38977 -2.89824 -0.97604 -1.127
C 0.77282 2.45867 -2.43178 -0.010
C 2.77945 -1.09334 3.09573 -0.812
C 0.07884 4.40964 -3.66339 0.829
H -0.59049 -5.62886 1.10763 0.353
H 2.94852 -1.63608 4.02678 0.427
H -2.46322 1.91217 3.93483 0.412
H -2.61272 -4.24444 0.54470 0.378
C -0.56949 6.32972 -4.94531 -0.830
H 4.24948 -0.98573 -0.55444 0.194
H -1.60839 6.01010 -5.10696 0.342
H -0.31853 5.43126 2.74873 0.426
H 1.65926 3.05374 -4.29387 0.426
H 0.41305 4.28563 0.69830 0.589
H 0.94855 -2.15204 2.65132 0.371
H 2.78054 -5.54402 -1.38817 0.355
C -0.26312 1.87610 -0.22184 1.750
H -2.07270 -0.58845 -1.85861 0.342
C -0.15717 2.75168 -1.40640 -0.030
H 0.43938 0.32943 -1.45422 0.294
O 0.28891 5.18783 -4.75505 -0.447
H -1.79154 0.75760 1.85722 0.062
H 4.53829 0.17045 3.34672 0.413
H -3.21736 -2.80935 -2.06158 0.371
C 0.91235 3.27363 -3.53236 -1.130
H 4.06198 1.46314 1.25980 0.461
O -2.05213 4.54327 4.40878 -0.424
C -0.65208 2.44442 1.08607 0.499
C -3.09851 3.96722 5.21943 -0.815
O 3.18488 -2.64767 -1.09433 -0.347
H -4.36315 -3.36986 -0.83227 0.503
C -1.83941 2.42065 3.20219 -0.978
H 5.21166 -2.36894 -1.15787 0.308
C 1.05005 -6.24631 -0.25518 -0.693
C 1.65416 -1.38738 2.30739 -0.005
C -0.62643 4.41197 2.53172 -0.895
H -0.19472 -1.65208 -1.47891 0.511
O 2.60342 -3.63730 0.87689 -0.543
C -0.68357 -1.60354 -0.47139 1.142
H -0.17508 6.80769 -5.84112 0.248
C 2.35135 0.26515 0.73328 -0.472
C -3.36304 -1.51492 -0.36809 -0.963
H -3.92048 3.59193 4.59453 0.356
C 2.40344 -3.40110 -0.30502 0.156
C -1.50353 3.77382 3.42982 0.719
H 0.82411 -7.27141 -0.57087 0.427
H -0.51411 7.01609 -4.08876 0.335
H -2.70081 3.15308 5.83979 0.317
C -0.24241 3.75925 1.39205 -0.571
C -0.92567 -3.14998 -0.24221 -0.192
H -3.44567 4.78720 5.84984 0.245
H 1.29743 -5.72407 -2.34913 0.405
C 3.43126 0.61588 1.54816 -0.735
C 1.69093 -5.42120 -1.37358 -0.916
H -1.01728 -5.91303 -0.58678 0.366
N 0.04838 -4.06982 -0.26892 0.503
C -1.44074 1.77360 2.03951 0.052
H -3.43598 -1.55477 0.72745 0.338
```

---

> Number 3 is which compound?

C25H31N4S

---

> Which value of net charge does entry 1 give?

+1

---

> What is the formula in the second record?

C23H18CrN3O8PS

---

> Look up the net charge of the second one.

-1